{"formula": "C74H144F21N5O17S3", "method": "ωB97M-V/def2-TZVPD", "homo_ev": -1.79, "homo_lumo_gap_ev": 2.209, "e_tot_ha": -7749.81529, "charge": -2, "elements": ["C", "C", "C", "C", "N", "C", "C", "C", "C", "C", "C", "C", "H", "H", "H", "H", "H", "H", "H", "H", "H", "H", "H", "H", "H", "H", "H", "H", "H", "H", "H", "H", "H", "H", "H", "H", "C", "C", "C", "C", "N", "C", "C", "C", "C", "C", "C", "C", "H", "H", "H", "H", "H", "H", "H", "H", "H", "H", "H", "H", "H", "H", "H", "H", "H", "H", "H", "H", "H", "H", "H", "H", "C", "C", "C", "C", "N", "C", "C", "C", "C", "C", "C", "C", "H", "H", "H", "H", "H", "H", "H", "H", "H", "H", "H", "H", "H", "H", "H", "H", "H", "H", "H", "H", "H", "H", "H", "H", "C", "C", "C", "C", "N", "C", "C", "C", "C", "C", "C", "C", "H", "H", "H", "H", "H", "H", "H", "H", "H", "H", "H", "H", "H", "H", "H", "H", "H", "H", "H", "H", "H", "H", "H", "H", "C", "C", "C", "C", "N", "C", "C", "C", "C", "C", "C", "C", "H", "H", "H", "H", "H", "H", "H", "H", "H", "H", "H", "H", "H", "H", "H", "H", "H", "H", "H", "H", "H", "H", "H", "H", "C", "O", "O", "C", "F", "F", "F", "C", "C", "H", "H", "H", "H", "H", "H", "C", "O", "O", "C", "F", "F", "F", "C", "C", "H", "H", "H", "H", "H", "H", "C", "O", "O", "C", "F", "F", "F", "C", "C", "H", "H", "H", "H", "H", "H", "C", "O", "O", "C", "F", "F", "F", "C", "C", "H", "H", "H", "H", "H", "H", "C", "F", "F", "F", "S", "O", "O", "O", "C", "F", "F", "F", "S", "O", "O", "O", "C", "F", "F", "F", "S", "O", "O", "O"], "positions_angstrom": [[5.24, -3.95, 26.29], [4.01, -3.89, 27.14], [3.96, -2.57, 28.05], [2.83, -2.59, 29.08], [2.96, -1.44, 30.16], [1.89, -1.60, 31.23], [1.65, -0.21, 31.75], [2.02, 0.80, 30.69], [2.55, -0.07, 29.49], [4.29, -1.34, 30.92], [4.80, -2.55, 31.63], [6.38, -2.62, 31.64], [5.10, -3.08, 25.65], [5.43, -4.84, 25.69], [6.19, -3.81, 26.80], [4.04, -4.81, 27.72], [3.10, -3.83, 26.54], [3.79, -1.75, 27.35], [5.02, -2.56, 28.30], [2.89, -3.58, 29.52], [1.84, -2.56, 28.62], [2.21, -2.39, 31.91], [1.00, -1.87, 30.67], [2.20, 0.03, 32.66], [0.61, -0.14, 32.06], [2.70, 1.53, 31.14], [1.18, 1.45, 30.44], [3.42, 0.26, 28.93], [1.72, -0.24, 28.80], [4.22, -0.41, 31.48], [4.99, -1.24, 30.09], [4.46, -3.45, 31.11], [4.65, -2.54, 32.71], [6.77, -2.87, 30.66], [6.55, -3.28, 32.49], [6.87, -1.66, 31.77], [-4.13, -14.63, 11.28], [-3.24, -14.04, 12.35], [-3.87, -13.79, 13.78], [-2.90, -13.18, 14.86], [-3.29, -13.52, 16.34], [-4.68, -12.88, 16.75], [-4.38, -11.36, 17.04], [-2.96, -11.44, 17.77], [-2.33, -12.84, 17.43], [-3.37, -15.11, 16.60], [-2.08, -15.82, 16.02], [-1.69, -17.11, 16.83], [-5.08, -14.11, 11.24], [-4.41, -15.68, 11.37], [-3.66, -14.31, 10.36], [-3.02, -13.08, 11.89], [-2.23, -14.46, 12.38], [-4.12, -14.80, 14.09], [-4.85, -13.32, 13.81], [-2.91, -12.09, 14.79], [-1.85, -13.44, 14.69], [-5.06, -13.38, 17.63], [-5.39, -13.20, 15.99], [-5.25, -10.90, 17.49], [-4.38, -10.70, 16.16], [-3.13, -11.40, 18.84], [-2.31, -10.62, 17.45], [-2.20, -13.42, 18.34], [-1.33, -12.68, 17.03], [-4.30, -15.57, 16.26], [-3.43, -15.24, 17.68], [-1.30, -15.06, 16.02], [-2.15, -16.09, 14.96], [-0.61, -17.23, 16.75], [-2.21, -17.96, 16.38], [-2.04, -17.03, 17.86], [-5.52, -11.37, 23.48], [-6.13, -10.02, 24.05], [-5.36, -8.68, 24.03], [-3.80, -8.75, 24.42], [-3.26, -7.32, 24.72], [-1.67, -7.33, 24.74], [-1.32, -7.90, 26.13], [-2.53, -7.76, 27.07], [-3.59, -7.03, 26.23], [-3.87, -6.24, 23.74], [-3.62, -6.53, 22.24], [-4.25, -5.72, 21.12], [-4.72, -11.86, 24.04], [-4.99, -11.34, 22.54], [-6.33, -12.09, 23.36], [-6.28, -10.29, 25.10], [-7.10, -9.95, 23.57], [-5.82, -8.09, 24.82], [-5.56, -8.24, 23.05], [-3.15, -9.25, 23.71], [-3.79, -9.34, 25.33], [-1.46, -6.26, 24.75], [-1.29, -7.85, 23.86], [-0.52, -7.25, 26.47], [-1.02, -8.94, 26.00], [-2.16, -7.20, 27.93], [-2.86, -8.71, 27.49], [-3.40, -5.97, 26.38], [-4.61, -7.37, 26.42], [-3.48, -5.25, 23.95], [-4.86, -6.41, 24.18], [-3.62, -7.59, 22.00], [-2.53, -6.43, 22.23], [-4.23, -4.65, 21.33], [-5.32, -5.93, 21.15], [-3.73, -5.95, 20.19], [3.63, -13.56, 16.16], [4.05, -13.32, 17.64], [4.86, -11.95, 17.92], [3.92, -10.72, 17.81], [4.51, -9.25, 18.13], [4.66, -9.09, 19.63], [3.37, -8.44, 20.12], [3.06, -7.38, 18.95], [3.45, -8.17, 17.69], [5.83, -9.00, 17.35], [5.72, -9.21, 15.78], [7.08, -8.98, 14.99], [2.96, -12.73, 15.91], [3.13, -14.50, 15.94], [4.38, -13.56, 15.37], [4.55, -14.24, 17.93], [3.19, -13.32, 18.30], [5.69, -11.92, 17.21], [5.23, -11.93, 18.94], [2.94, -10.82, 18.27], [3.62, -10.54, 16.78], [5.55, -8.46, 19.57], [4.91, -10.09, 19.98], [3.42, -8.02, 21.13], [2.67, -9.27, 20.15], [3.72, -6.53, 19.08], [2.00, -7.14, 18.85], [4.01, -7.70, 16.88], [2.58, -8.72, 17.33], [6.60, -9.64, 17.79], [6.14, -7.97, 17.51], [4.94, -8.63, 15.30], [5.64, -10.29, 15.67], [7.86, -9.24, 15.70], [7.23, -7.94, 14.72], [7.37, -9.65, 14.18], [8.85, -13.92, 11.39], [7.37, -13.84, 11.26], [6.89, -13.92, 9.77], [5.38, -13.71, 9.94], [4.56, -13.88, 8.64], [3.09, -13.70, 9.00], [2.37, -14.38, 7.79], [3.26, -15.56, 7.48], [4.57, -15.32, 8.17], [5.09, -12.95, 7.51], [4.73, -11.40, 7.67], [5.24, -10.44, 6.59], [9.18, -13.79, 12.42], [9.38, -13.22, 10.75], [9.23, -14.86, 10.99], [6.96, -13.04, 11.87], [7.00, -14.60, 11.95], [7.16, -14.88, 9.32], [7.31, -13.27, 9.00], [5.13, -12.71, 10.29], [5.01, -14.39, 10.71], [2.73, -12.67, 8.99], [2.77, -14.12, 9.96], [2.00, -13.73, 7.00], [1.47, -14.74, 8.28], [3.36, -15.79, 6.42], [2.69, -16.46, 7.70], [5.42, -15.51, 7.52], [4.62, -16.02, 9.01], [4.65, -13.41, 6.62], [6.16, -13.07, 7.37], [4.88, -11.13, 8.72], [3.67, -11.33, 7.43], [5.30, -9.41, 6.93], [4.51, -10.56, 5.80], [6.20, -10.86, 6.29], [11.70, -6.95, 10.45], [11.38, -6.72, 9.04], [13.01, -7.32, 10.49], [11.39, -5.59, 11.19], [12.22, -4.53, 11.05], [10.19, -5.09, 10.77], [11.28, -5.82, 12.56], [10.09, -6.92, 8.45], [9.95, -6.14, 7.14], [9.67, -5.13, 7.42], [10.85, -5.95, 6.56], [9.15, -6.65, 6.61], [9.34, -6.51, 9.12], [9.94, -8.00, 8.36], [11.07, -7.77, 10.80], [2.24, -13.17, 23.32], [2.29, -14.60, 23.35], [0.98, -12.74, 22.85], [2.80, -12.64, 24.64], [2.97, -11.27, 24.65], [2.02, -12.92, 25.66], [3.98, -13.16, 25.06], [3.57, -15.24, 23.05], [3.14, -16.72, 22.94], [2.82, -17.18, 23.87], [2.29, -16.66, 22.26], [4.00, -17.17, 22.44], [4.25, -15.18, 23.90], [3.94, -14.95, 22.07], [2.99, -12.76, 22.64], [0.17, -0.64, 22.13], [0.10, 0.71, 22.73], [-0.15, -1.60, 23.07], [-0.13, -0.69, 20.54], [0.37, 0.43, 19.98], [0.53, -1.68, 19.98], [-1.36, -0.88, 20.13], [-1.17, 1.22, 22.92], [-0.85, 2.48, 23.76], [-0.67, 2.29, 24.81], [-0.17, 3.17, 23.26], [-1.76, 3.09, 23.75], [-1.70, 0.48, 23.51], [-1.78, 1.61, 22.11], [1.25, -0.76, 22.14], [12.04, -4.26, 21.33], [11.23, -5.43, 21.22], [11.25, -3.14, 21.71], [13.31, -4.48, 22.30], [14.29, -3.57, 22.09], [13.00, -4.42, 23.60], [13.96, -5.66, 22.21], [10.23, -5.69, 20.18], [10.91, -6.14, 18.82], [10.25, -6.21, 17.95], [11.67, -5.41, 18.54], [11.39, -7.11, 18.99], [9.48, -4.91, 20.22], [9.65, -6.59, 20.41], [12.38, -4.13, 20.30], [1.42, -7.61, 11.14], [1.68, -7.87, 9.82], [2.61, -7.19, 11.70], [0.52, -6.65, 11.24], [0.77, -9.21, 12.06], [1.96, -10.05, 11.88], [0.45, -8.86, 13.50], [-0.36, -9.69, 11.28], [9.16, -15.64, 20.39], [9.98, -16.61, 20.59], [8.77, -15.69, 19.08], [8.14, -15.62, 21.28], [10.12, -13.97, 20.61], [9.15, -12.85, 20.62], [10.85, -14.16, 21.85], [11.04, -13.86, 19.48], [3.44, -20.86, 12.54], [3.25, -22.10, 12.83], [4.05, -20.33, 13.57], [4.18, -20.75, 11.44], [1.79, -19.89, 12.27], [1.30, -20.19, 10.91], [0.93, -20.36, 13.34], [2.18, -18.47, 12.40]], "lowdin_charge": [-0.110, -0.255, -0.170, -0.086, -0.192, -0.109, -0.187, -0.133, -0.026, -0.123, -0.218, -0.070, 0.087, 0.091, 0.081, 0.105, 0.112, 0.117, 0.105, 0.119, 0.136, 0.136, 0.134, 0.116, 0.122, 0.113, 0.118, 0.134, 0.136, 0.139, 0.119, 0.113, 0.109, 0.078, 0.081, 0.079, -0.114, -0.244, -0.151, -0.075, -0.157, -0.081, -0.125, -0.114, -0.052, -0.084, -0.200, -0.062, 0.070, 0.075, 0.080, 0.105, 0.115, 0.091, 0.104, 0.129, 0.124, 0.123, 0.113, 0.104, 0.101, 0.104, 0.112, 0.129, 0.124, 0.118, 0.108, 0.091, 0.106, 0.085, 0.077, 0.067, -0.099, -0.221, -0.168, -0.062, -0.192, -0.048, -0.140, -0.150, -0.077, -0.079, -0.242, -0.070, 0.068, 0.058, 0.066, 0.098, 0.102, 0.095, 0.103, 0.134, 0.126, 0.131, 0.137, 0.118, 0.127, 0.114, 0.112, 0.135, 0.123, 0.140, 0.101, 0.101, 0.108, 0.084, 0.073, 0.090, -0.104, -0.199, -0.131, -0.094, -0.194, -0.097, -0.109, -0.104, -0.068, -0.101, -0.188, -0.067, 0.053, 0.066, 0.066, 0.102, 0.095, 0.107, 0.108, 0.127, 0.103, 0.131, 0.130, 0.118, 0.108, 0.117, 0.110, 0.111, 0.124, 0.137, 0.134, 0.104, 0.084, 0.071, 0.076, 0.072, -0.119, -0.267, -0.146, -0.118, -0.188, -0.071, -0.148, -0.175, -0.105, -0.059, -0.202, -0.079, 0.088, 0.079, 0.077, 0.112, 0.115, 0.116, 0.106, 0.133, 0.136, 0.129, 0.147, 0.117, 0.114, 0.115, 0.127, 0.135, 0.148, 0.126, 0.114, 0.112, 0.093, 0.089, 0.076, 0.073, -0.505, -0.136, -0.239, -0.477, 0.111, 0.062, 0.062, -0.292, -0.088, 0.063, 0.068, 0.056, 0.094, 0.098, 0.122, -0.508, -0.125, -0.318, -0.571, 0.068, 0.132, 0.108, -0.234, -0.092, 0.069, 0.069, 0.067, 0.106, 0.115, 0.118, -0.447, -0.130, -0.296, -0.603, 0.117, 0.131, 0.138, -0.321, -0.096, 0.061, 0.072, 0.050, 0.105, 0.108, 0.115, -0.453, -0.149, -0.313, -0.550, 0.096, 0.105, 0.099, -0.220, -0.076, 0.051, 0.053, 0.068, 0.096, 0.085, 0.110, -0.602, 0.085, 0.071, 0.128, 0.495, -0.396, -0.407, -0.375, -0.670, 0.162, 0.079, 0.097, 0.468, -0.392, -0.367, -0.377, -0.735, 0.158, 0.140, 0.115, 0.475, -0.393, -0.361, -0.399]}